*w*
Entry from OMol25: a cluster of 12 separate species, C6H37NO12 in total (ωB97M-V/def2-TZVPD).

XYZ file:
```
56
Properties=species:S:1:pos:R:3
C -0.1861 -0.1551 1.2548
N 0.4133 -0.3409 -0.0469
C 0.5673 -1.6194 -0.7540
C 0.8058 -1.4264 -2.2731
C 2.0879 -0.6050 -2.5379
C 0.8157 -2.7380 -3.0356
C 1.5057 -2.5870 0.0097
O 1.0721 -2.8392 1.3268
H -0.4187 0.9149 1.3097
H 0.3511 -0.4620 2.1492
H -1.2217 -0.4967 1.2169
H 1.2699 0.1486 -0.2543
H -0.3525 -2.2241 -0.6847
H -0.0051 -0.7203 -2.4858
H 2.2778 0.1579 -1.7806
H 2.9703 -1.2438 -2.5107
H 1.9559 -0.0406 -3.4594
H 1.3546 -3.4354 -2.4086
H 1.2976 -2.6703 -4.0088
H -0.1557 -3.2091 -3.1882
H 2.5634 -2.3287 -0.1552
H 1.5292 -3.5597 -0.4991
H 1.5578 -2.2170 1.8984
H -2.6029 -4.6209 0.5380
H -1.4204 -3.5809 0.7029
O -2.1553 -3.8655 0.1470
H -3.5894 -2.7639 0.3096
H -4.7990 -2.6499 -0.7358
O -4.4735 -2.4049 0.1303
H -4.8678 2.2994 -0.3221
H -4.4094 2.0750 1.1221
O -4.8821 1.6584 0.3941
H 1.2586 2.6956 -0.9741
H 2.5972 3.0443 -1.6013
O 2.2152 2.6036 -0.8419
H -2.1601 2.0165 -0.8316
H -2.6821 3.4562 -0.1767
O -2.1902 2.9976 -0.8534
H 2.0806 -1.3265 3.8788
H 2.7661 -0.9581 2.6138
O 2.7648 -1.6604 3.2840
H -0.5354 3.7789 -1.0093
H 0.4251 4.7611 -0.2836
O 0.2684 4.3285 -1.1268
H 4.2025 1.3925 1.1059
H 3.0046 0.5429 0.7065
O 3.4553 0.9104 1.4729
H -3.4859 0.1203 -0.6734
H -1.8687 -0.2985 -0.6474
O -2.5609 0.3425 -0.8152
H 1.7114 2.5023 2.3334
H 2.9691 2.3084 3.1233
O 2.0491 2.5590 3.2319
H -1.1091 3.3216 2.2472
H -2.0282 4.4957 2.4300
O -2.0031 3.6161 2.0384
```

Output
SMILES: CN[C@H](CO)C(C)C.O.O.O.O.O.O.O.O.O.O.O
Charge: 0
Frontier orbital gap (eV): 9.057



*x*
Entry from OMol25: a cluster of 12 separate species, C6H37NO12 in total (ωB97M-V/def2-TZVPD).

XYZ file:
```
56
Properties=species:S:1:pos:R:3
C 1.0379 -2.0389 -2.8704
O 1.5417 -2.7432 -1.8374
C 0.7889 -0.4745 -2.3268
C 0.0057 0.3800 -3.2788
C -1.2491 1.1456 -2.6186
C -2.2341 0.3456 -1.7433
N -1.9058 0.2022 -0.3405
C -2.6548 1.1623 0.4579
H 1.7200 -1.9683 -3.6805
H 0.1217 -2.6242 -3.2081
H 0.8334 -3.0993 -1.3509
H 1.9031 -0.2481 -2.2758
H 0.4172 -0.3325 -1.2743
H 0.5526 1.4011 -3.4359
H -0.4553 -0.1476 -4.2117
H -1.8344 1.6752 -3.5038
H -0.9780 2.1631 -2.2578
H -3.1708 0.9829 -1.8700
H -2.2248 -0.6527 -2.2512
H -0.8656 0.4594 -0.1609
H -2.5958 2.1920 0.1763
H -3.7754 0.8358 0.2175
H -2.3837 1.0157 1.5016
H -2.8282 -2.2373 2.6862
H -2.2682 -1.3607 1.6556
O -2.5842 -1.3090 2.5882
H -0.8116 3.9356 1.4051
H -1.6947 4.0335 0.1469
O -1.0333 4.4130 0.6362
H 2.6432 1.7384 1.3850
H 3.2805 2.3366 0.1004
O 2.5463 1.7462 0.3948
H 1.7381 -0.5038 2.4469
H 1.3971 -0.2360 3.9424
O 1.8319 0.1282 3.1571
H 2.2763 2.3451 -1.8149
H 2.9967 1.0401 -1.7507
O 3.2828 2.0641 -1.9138
H 0.8825 2.7121 -0.4433
H -0.2516 3.6073 -0.7612
O 0.2590 2.8892 -1.0919
H 0.6791 -3.5347 2.5995
H -0.0349 -3.6710 1.3187
O -0.0968 -3.9674 2.2454
H -1.5413 -2.9664 -1.9487
H -1.7128 -2.6288 -0.5838
O -1.1367 -3.1224 -1.0761
H 0.8213 -2.0031 1.0919
H 1.6836 -1.1569 0.2913
O 1.5822 -1.4645 1.1492
H 0.0387 1.2026 2.2267
H -0.4344 1.9409 3.3106
O -0.4191 1.9344 2.3094
H -0.1505 -1.2085 2.7149
H -0.9264 -1.8817 3.6208
O -0.0082 -1.5301 3.5150
```

Output
SMILES: CNCCCCCO.O.O.O.O.O.O.O.O.O.O.O
Charge: 0
Frontier orbital gap (eV): 9.451



It is *x* that is the least stable of them.